[1]
{
  "formula": "C2H5B",
  "method": "ωB97M-V/def2-TZVPD",
  "e_homo_ev": -9.81,
  "gap_ev": 10.32,
  "e_tot_ev": -2826.704,
  "charge": 0,
  "elements": ["B", "C", "C", "H", "H", "H", "H", "H"],
  "xyz": [[0.344, 0.428, 0.713], [-0.121, 0.541, -0.681], [0.130, -0.827, -0.098], [0.437, 0.964, 2.445], [-1.153, 0.829, -0.433], [0.110, 0.888, -1.668], [0.991, -1.259, -0.320], [-0.737, -1.564, 0.042]]
}

***

[2]
{
  "formula": "C2H5BO",
  "method": "ωB97M-V/def2-TZVPD",
  "e_homo_ev": -10.32,
  "gap_ev": 9.67,
  "e_tot_ev": -4875.786,
  "charge": 0,
  "elements": ["B", "C", "C", "O", "H", "H", "H", "H", "H"],
  "xyz": [[1.196, -0.213, 0.449], [-1.424, -0.235, -0.263], [-0.141, 0.438, 0.008], [-2.509, 0.008, 0.240], [1.896, 0.754, 0.792], [1.517, -1.305, 0.678], [-1.438, -1.044, -1.023], [-0.131, 1.585, 0.117], [1.035, 0.012, -0.998]]
}

***

[3]
{
  "formula": "C2H5Br2N2",
  "method": "ωB97M-V/def2-TZVPD",
  "e_homo_ev": [-13.63, -13.64],
  "gap_ev": [8.02, 8.03],
  "e_tot_ev": -145207.885,
  "charge": 1,
  "elements": ["C", "C", "N", "N", "Br", "Br", "H", "H", "H", "H", "H"],
  "xyz": [[0.111, 0.064, -0.486], [1.381, 0.582, -0.097], [-0.952, 0.076, 1.403], [-0.684, -0.395, -1.345], [-2.653, -0.570, 0.921], [-0.071, -0.959, 2.633], [1.747, -0.026, 0.841], [1.322, 1.468, 0.438], [1.991, 0.895, -0.842], [-0.538, -0.363, -2.295], [-1.653, -0.770, -1.172]]
}

***

[4]
{
  "formula": "C2H5Br2OP",
  "method": "ωB97M-V/def2-TZVPD",
  "e_homo_ev": -10.16,
  "gap_ev": 10.65,
  "e_tot_ev": -153577.156,
  "charge": 0,
  "elements": ["C", "C", "O", "P", "Br", "Br", "H", "H", "H", "H", "H"],
  "xyz": [[1.481, 0.892, -0.057], [-0.791, -1.216, -0.395], [-0.511, 0.251, 2.004], [-0.280, 0.296, 0.546], [-2.656, -1.357, -0.096], [-1.555, 1.784, -0.509], [1.805, 1.478, 0.813], [2.026, -0.058, -0.068], [1.344, 1.200, -1.114], [-0.381, -2.122, 0.295], [-0.483, -1.148, -1.417]]
}

***

[5]
{
  "formula": "C2H5Br3NO",
  "method": "ωB97M-V/def2-TZVPD",
  "e_homo_ev": -11.99,
  "gap_ev": 6.63,
  "e_tot_ev": -215808.506,
  "charge": 1,
  "elements": ["C", "C", "N", "O", "Br", "Br", "Br", "H", "H", "H", "H", "H"],
  "xyz": [[0.169, 0.414, -0.847], [0.348, -1.715, 1.311], [-1.001, 1.318, -0.758], [1.474, -1.216, 1.498], [1.780, 1.115, -0.020], [-1.162, -0.785, 1.964], [-0.042, -3.253, 0.173], [0.520, 0.036, -1.769], [-1.702, 0.945, -1.350], [-0.786, 2.144, -1.349], [-1.244, 1.270, 0.193], [1.645, -0.273, 0.956]]
}

***

[6]
{
  "formula": "C2H5Br3Si",
  "method": "ωB97M-V/def2-TZVPD",
  "e_homo_ev": -10.19,
  "gap_ev": 10.60,
  "e_tot_ev": -220162.860,
  "charge": 0,
  "elements": ["C", "C", "Si", "Br", "Br", "Br", "H", "H", "H", "H", "H"],
  "xyz": [[0.755, -0.773, 1.251], [-1.270, 0.712, -0.652], [0.535, 0.250, -0.337], [-2.131, -1.040, -1.010], [1.554, 2.444, -0.067], [1.379, -0.729, -2.109], [1.823, -1.183, 1.064], [0.662, -0.439, 2.260], [0.113, -1.580, 0.921], [-1.595, 1.255, -1.513], [-1.827, 1.082, 0.192]]
}